#P
Formula: C5H10NO2
Source: OMol25
Level of theory: ωB97M-V/def2-TZVPD

Positions of all 18 atoms, in Å:
C 2.180 0.642 1.139
N 1.306 0.045 0.194
C -2.158 -1.379 -0.406
C -0.705 -0.928 -0.602
C -0.145 0.233 0.300
C -0.193 1.660 -0.504
O 0.070 2.595 0.255
O -0.413 1.585 -1.700
H 1.832 0.682 2.171
H 3.079 -0.033 1.118
H 2.495 1.659 0.875
H 1.624 0.156 -0.766
H -2.287 -2.070 0.416
H -2.983 -0.665 -0.139
H -2.415 -1.752 -1.379
H -0.621 -0.539 -1.627
H -0.135 -1.876 -0.631
H -0.533 -0.016 1.285

Its expectation value of S² is 0.757. As for the molecular weight: 116.14 g mol⁻¹. For the gap between HOMO and LUMO (spin up / spin down), the calculation gives 10.450 / 6.884 eV. The HOMO energy (spin up / spin down) comes out at -9.7 / -9.6 eV. As for the spin multiplicity: 2.

***

#Q
Formula: C5H10NO2
Source: OMol25
Level of theory: ωB97M-V/def2-TZVPD

Positions of all 18 atoms, in Å:
C 1.313 0.141 -1.071
C 2.782 0.488 -0.828
C 0.770 -0.747 -0.018
N -0.593 -0.744 0.453
C -1.295 0.537 0.402
C -2.944 0.226 0.822
O -3.786 1.228 0.580
O 1.505 -1.236 0.894
H 0.829 -2.222 -1.279
H 0.779 0.602 -1.785
H 2.917 1.367 -0.168
H 3.239 0.676 -1.815
H 3.131 -0.491 -0.429
H -0.432 -1.061 1.506
H -0.954 1.318 1.087
H -1.246 0.998 -0.571
H -3.009 -0.174 1.927
H -3.007 -0.906 0.292

Its expectation value of S² is 1.776. As for the molecular weight: 116.14 g mol⁻¹. For the gap between HOMO and LUMO (spin up / spin down), the calculation gives 6.836 / 7.589 eV. The HOMO energy (spin up / spin down) comes out at -8.8 / -9.4 eV. As for the spin multiplicity: 2.

***

The structure with the most favorable energy is #P; the runner-up is 574.6 kJ/mol above it.

***

#P
Formula: C4H3CrO6
Source: OMol25
Level of theory: ωB97M-V/def2-TZVPD

Positions of all 14 atoms, in Å:
C -0.865 -2.323 -1.082
C -1.862 -1.483 -0.688
O -1.504 -0.247 -0.207
C -2.430 0.690 0.354
O -3.547 0.342 0.633
O -1.801 1.784 0.457
H 0.038 -2.328 -0.465
H -2.905 -1.571 -0.988
H -1.156 -3.194 -1.667
O 0.802 -1.228 -2.592
O 2.229 0.113 -3.385
O 1.299 0.628 -1.430
C 1.457 -0.137 -2.430
Cr -0.091 1.199 -0.352

Its expectation value of S² is 6.149. As for the molecular weight: 199.06 g mol⁻¹. For the gap between HOMO and LUMO (spin up / spin down), the calculation gives 4.435 / 6.576 eV. The HOMO energy (spin up / spin down) comes out at -14.2 / -14.3 eV. As for the charge: +1. As for the spin multiplicity: 5.

***

#Q
Formula: C4H3CrO6
Source: OMol25
Level of theory: ωB97M-V/def2-TZVPD

Positions of all 14 atoms, in Å:
O 1.799 0.156 1.393
C 0.770 0.056 0.725
O -1.303 1.085 -0.059
C -2.080 0.070 -0.377
C -0.409 0.936 1.032
O -2.053 -1.019 0.269
O -2.879 0.208 -1.345
H -0.920 0.529 1.914
H -0.048 1.949 1.259
Cr -3.328 -1.674 -1.021
O 3.366 -0.984 -0.917
C 2.721 0.033 -0.437
O 1.468 0.057 -0.776
H 2.895 -1.403 -1.661

Its expectation value of S² is 6.026. As for the molecular weight: 199.06 g mol⁻¹. For the gap between HOMO and LUMO (spin up / spin down), the calculation gives 4.380 / 4.442 eV. The HOMO energy (spin up / spin down) comes out at -10.9 / -10.9 eV. As for the charge: +1. As for the spin multiplicity: 5.

***

The structure with the most favorable energy is #P; the runner-up is 70.9 kJ/mol above it.

***

#P
Formula: C4H7N4
Source: OMol25
Level of theory: ωB97M-V/def2-TZVPD

Positions of all 15 atoms, in Å:
C 2.424 -0.764 -0.118
C 2.368 0.753 -0.220
C -0.998 0.065 0.120
C 0.532 -0.033 0.587
N 1.328 -1.207 0.326
N 1.230 1.176 0.131
N -1.560 -1.102 0.030
N -1.626 1.182 -0.014
H 3.260 -1.412 -0.237
H 3.118 1.434 -0.541
H 0.648 0.115 1.583
H -1.085 -1.963 -0.241
H -2.480 -1.055 -0.336
H -0.977 2.073 -0.162
H -2.552 1.251 -0.180

As for the molecular weight: 111.13 g mol⁻¹. For the gap between HOMO and LUMO, the calculation gives 11.285 eV. As for the SMILES: NC(=[NH2+])C1N=CC=N1. The HOMO energy comes out at -15.1 eV. As for the charge: +1.

***

#Q
Formula: C4H7N4
Source: OMol25
Level of theory: ωB97M-V/def2-TZVPD

Positions of all 15 atoms, in Å:
C 2.026 1.007 -0.015
C 2.364 -0.353 0.002
C -1.344 0.129 0.018
C 0.062 0.098 0.049
N 0.726 1.195 -0.038
N 2.881 -1.406 -0.047
N -2.009 -1.082 0.012
N -1.990 1.231 -0.108
H 2.743 1.832 -0.143
H 0.610 -0.895 0.244
H 3.134 -2.128 0.569
H -1.683 -1.856 0.450
H -2.905 -1.137 -0.343
H -1.658 2.287 -0.268
H -2.955 1.074 -0.380

As for the molecular weight: 111.13 g mol⁻¹. For the gap between HOMO and LUMO, the calculation gives 7.603 eV. As for the SMILES: [NH+]#C/C=N\C=C(N)N. The HOMO energy comes out at -12.3 eV. As for the charge: +1.

***

The structure with the most favorable energy is #P; the runner-up is 167.7 kJ/mol above it.